No. 1
The following is a quantum chemistry calculation of a molecular structure, C4H7NO2, from OMol25.

ORCA input file:
```
! wB97M-V def2-TZVPD RIJCOSX def2/J DEFGRID3
* xyz 0 1
O 1.12291 1.66375 0.48794
H -0.38365 -0.93230 -1.37304
H 0.43977 -1.26503 -1.29260
C -0.64141 0.03173 0.12430
C 0.67804 0.63226 -0.35204
C -2.00668 0.45118 0.31716
H -0.29052 -1.71144 1.33724
H 0.74430 0.89659 -1.41051
H 2.02416 1.88491 0.22123
H -2.31171 1.31459 -0.30865
C 1.18504 -0.77810 0.06347
N 0.06375 -0.92131 0.81203
O -2.79315 -0.10860 1.06010
H 2.16914 -1.15822 0.31336
*
```

Calculated values
ΔE to the lowest compared entry with this formula, charge and spin (kcal per mole): 133.7
HOMO energy (eV): -8.35
Orbital gap (eV): 8.32

=====

No. 2
The following is a quantum chemistry calculation of a molecular structure, C3H2Br2NO2 in a non-equilibrium geometry, from OMol25.

ORCA input file:
```
! wB97M-V def2-TZVPD RIJCOSX def2/J DEFGRID3
* xyz -1 3
H 1.42347 0.69852 1.22353
C 1.42125 0.09158 0.23703
Br 0.80113 -1.63573 0.67849
Br 3.07627 0.11765 -0.70554
O -1.84980 2.37042 -0.13451
N -1.40947 -0.35311 -1.15811
C -0.70032 0.59906 -1.09691
C -1.10521 2.22678 -1.11962
H -1.26071 -1.33362 -1.02691
O -0.70765 2.90099 -1.99875
*
```

Calculated values
ΔE to the lowest compared entry with this formula, charge and spin (kcal per mole): 0.0
⟨S²⟩: 2.01
HOMO energy (alpha / beta) (eV): -1.57 / -4.85
Orbital gap (alpha / beta) (eV): 4.43 / 6.87